(1)
{"formula": "C4H7NO2", "method": "ωB97M-V/def2-TZVPD", "elements": ["C", "N", "C", "C", "C", "O", "O", "H", "H", "H", "H", "H", "H", "H"], "xyz": [[-1.515289, -0.894477, -0.604911], [-0.512334, -0.008678, -0.391640], [-0.714579, 0.924377, 0.654837], [0.757337, 0.023760, -0.988453], [1.711922, -0.432105, -0.089280], [2.938674, -0.149186, -0.111138], [-1.683496, -1.554735, -1.656228], [-2.341006, -0.806633, 0.099439], [-0.749703, 0.427445, 1.646630], [0.203475, 1.563309, 0.605589], [-1.601421, 1.626573, 0.497904], [1.189721, -0.019472, 1.694972], [1.078319, 0.642212, -1.840827], [1.238381, -1.342389, 0.483104]], "forces_ev_per_a": [[-1.28, -0.98, -4.47], [-0.86, -0.87, -0.85], [0.01, 3.13, 0.94], [-0.60, 0.38, 1.53], [4.39, 1.10, 0.51], [-1.97, -1.34, 0.06], [0.98, 1.02, 2.82], [0.08, -0.13, 0.61], [-0.03, 0.29, -0.33], [-1.22, -0.25, 0.61], [0.85, -1.05, 0.22], [-0.13, -0.95, -1.75], [-0.60, -0.77, -0.07], [0.38, 0.44, 0.15]], "nbo_charge": [0.53, -0.52, -0.42, 0.14, 0.08, -0.65, -0.58, 0.13, 0.22, 0.23, 0.21, 0.15, 0.24, 0.25], "lumo_ha": -0.119, "e_homo_ev": -8.94, "largest_force_ev_per_a": 4.75, "total_charge": 0}

(2)
{"formula": "C4H7NO2", "method": "ωB97M-V/def2-TZVPD", "elements": ["C", "C", "N", "O", "C", "C", "O", "H", "H", "H", "H", "H", "H", "H"], "xyz": [[-1.415874, -0.961256, -0.373726], [-0.347047, 0.050351, -0.072157], [-0.571700, 1.118197, 0.590268], [-1.954791, 1.220912, 0.851177], [1.062151, -0.217497, -0.499431], [2.187658, 0.591713, -0.039565], [1.945553, -0.695768, 0.510645], [-2.262523, -0.488117, -0.876670], [-1.034764, -1.786972, -0.977036], [-1.801498, -1.361952, 0.570776], [-2.025375, 1.182095, 1.809336], [1.149693, -0.748060, -1.449186], [3.073466, 0.666371, -0.670289], [1.995048, 1.429977, 0.625859]], "forces_ev_per_a": [[-0.02, -0.08, -0.07], [-0.06, 0.18, 0.15], [0.24, -0.43, -0.34], [-0.28, -0.05, 0.12], [-0.14, 0.05, -0.17], [0.10, 0.27, -0.06], [0.06, -0.20, 0.14], [0.13, -0.11, 0.01], [0.01, 0.12, 0.05], [0.06, 0.03, -0.17], [0.05, 0.31, 0.19], [0.00, 0.09, 0.14], [-0.15, -0.03, 0.10], [0.00, -0.15, -0.09]], "nbo_charge": [-0.68, 0.23, -0.13, -0.60, 0.00, -0.10, -0.47, 0.25, 0.22, 0.24, 0.47, 0.19, 0.18, 0.20], "lumo_ha": 0.035, "e_homo_ev": -9.84, "largest_force_ev_per_a": 0.60, "total_charge": 0, "smiles": "C/C(=N\\O)[C@H]1CO1"}

(3)
{"formula": "C4H7NO2", "method": "ωB97M-V/def2-TZVPD", "elements": ["C", "N", "C", "C", "O", "H", "H", "H", "H", "H", "C", "O", "H", "H"], "xyz": [[-0.618513, -1.867276, -1.344800], [0.532376, -1.655299, -0.471430], [0.961938, -0.554054, -0.152039], [1.610701, 0.514473, 0.276502], [1.251829, 1.275483, 1.386409], [-0.282550, -1.911423, -2.387372], [-1.055274, -2.836607, -1.092304], [-1.371332, -1.082543, -1.229261], [2.419150, 0.945111, -0.299873], [1.088263, 0.690575, 2.137022], [-1.123693, 1.624925, 0.795469], [-1.522968, 0.512584, 0.543385], [-0.650605, 2.274292, 0.037361], [-1.239322, 2.069760, 1.800931]], "forces_ev_per_a": [[-0.13, -0.05, -0.07], [0.31, 0.60, 0.25], [-0.04, -0.44, -0.09], [0.04, -0.11, -0.32], [0.01, -0.22, 0.21], [0.00, 0.03, 0.21], [0.06, 0.16, -0.07], [0.17, -0.08, -0.03], [-0.10, -0.11, -0.01], [0.07, 0.03, -0.10], [-0.30, -0.22, -0.03], [0.04, 0.57, 0.12], [-0.10, -0.12, 0.03], [-0.02, -0.04, -0.09]], "nbo_charge": [-0.44, -0.39, 0.33, -0.12, -0.69, 0.21, 0.21, 0.22, 0.21, 0.49, 0.30, -0.55, 0.12, 0.11], "lumo_ha": 0.028, "e_homo_ev": -8.31, "largest_force_ev_per_a": 0.72, "total_charge": 0, "smiles": "CN=C=CO.C=O"}

(4)
{"formula": "C4H7NO2", "method": "ωB97M-V/def2-TZVPD", "elements": ["C", "O", "C", "C", "C", "N", "O", "H", "H", "H", "H", "H", "H", "H"], "xyz": [[-0.308113, -1.814512, -0.345845], [0.932548, -1.446762, -0.902755], [1.472375, -0.280173, -0.328622], [0.646217, 0.946288, -0.638481], [-0.164931, 1.499040, 0.226397], [-0.804420, 2.115798, 1.087232], [-2.123074, 1.685088, 1.249285], [-1.130831, -1.180922, -0.705116], [-0.491755, -2.847998, -0.645820], [-0.290690, -1.759306, 0.754675], [2.472881, -0.170731, -0.759913], [1.576766, -0.400003, 0.761719], [0.674478, 1.337836, -1.652263], [-2.461453, 2.316356, 1.899504]], "forces_ev_per_a": [[-0.29, -0.16, 0.11], [0.10, -0.05, -0.04], [0.16, 0.16, 0.14], [-0.14, 0.10, 0.08], [-0.08, 0.23, 0.20], [0.61, -0.22, -0.44], [-0.29, 0.07, 0.12], [0.16, -0.08, 0.05], [-0.03, 0.13, 0.03], [0.05, -0.03, -0.18], [-0.17, 0.00, 0.08], [-0.06, 0.03, -0.17], [-0.05, -0.02, 0.11], [0.04, -0.17, -0.12]], "nbo_charge": [-0.26, -0.53, -0.08, -0.36, 0.32, -0.18, -0.55, 0.18, 0.20, 0.17, 0.20, 0.17, 0.24, 0.48], "lumo_ha": 0.026, "e_homo_ev": -9.68, "largest_force_ev_per_a": 0.78, "total_charge": 0, "smiles": "COCC=C=NO"}

(5)
{"formula": "C4H7NO2", "method": "ωB97M-V/def2-TZVPD", "elements": ["N", "C", "C", "O", "C", "C", "O", "H", "H", "H", "H", "H", "H", "H"], "xyz": [[-1.130020, 0.505088, -0.978684], [0.257464, 0.486362, -0.519466], [0.410645, 1.748237, 0.306598], [1.230261, 1.994037, 1.139732], [0.526343, -0.698545, 0.496457], [0.003998, -1.956982, -0.161370], [-1.171506, -2.229187, -0.088862], [-1.491868, -0.380524, -1.282574], [-1.258017, 1.241460, -1.652595], [0.921621, 0.246585, -1.374780], [-0.416739, 2.457861, 0.161739], [0.045310, -0.507592, 1.460487], [1.595005, -0.930269, 0.525112], [0.648111, -2.604501, -0.806357]], "forces_ev_per_a": [[0.24, 0.39, 0.73], [-0.28, -1.83, 0.23], [0.00, 0.77, -0.37], [0.62, -0.40, 0.11], [0.29, -0.73, -1.39], [-1.40, 0.22, 0.12], [0.12, -0.52, -0.06], [-0.04, -0.08, -0.19], [-0.18, -0.10, -0.28], [0.34, 1.02, 0.52], [-0.23, 0.11, -0.25], [0.23, -0.23, -0.22], [0.11, 0.95, 0.67], [0.20, 0.44, 0.37]], "nbo_charge": [-0.85, -0.16, 0.45, -0.50, -0.50, 0.42, -0.53, 0.39, 0.37, 0.20, 0.11, 0.25, 0.23, 0.12], "lumo_ha": 0.028, "e_homo_ev": -9.77, "largest_force_ev_per_a": 1.87, "total_charge": 0, "smiles": "N[C@@H](C=O)CC=O"}

(6)
{"formula": "C4H7NO2", "method": "ωB97M-V/def2-TZVPD", "elements": ["C", "N", "C", "C", "O", "H", "H", "H", "H", "H", "C", "O", "H", "H"], "xyz": [[-0.284882, 0.212500, -2.404164], [0.645411, 0.185713, -1.274359], [1.029097, -0.590290, 0.037320], [0.233990, 0.616471, -0.093804], [-0.607354, 1.341161, 0.393008], [-0.223687, 1.226839, -2.819086], [-0.016068, -0.494058, -3.187826], [-1.323786, 0.057336, -2.084322], [2.101112, -0.563584, 0.216427], [0.532981, -1.497491, 0.395244], [-0.043134, 0.751067, 2.595778], [1.001628, 0.146675, 2.495697], [-0.076201, 1.837331, 2.775645], [-1.025242, 0.245920, 2.551473]], "forces_ev_per_a": [[-0.05, -0.14, -0.15], [-0.08, 0.31, 0.18], [0.04, -0.23, -0.29], [-0.21, 0.24, -0.04], [0.33, -0.01, -0.20], [0.02, -0.27, 0.08], [0.07, -0.02, 0.17], [0.20, -0.12, -0.01], [-0.25, 0.04, -0.18], [-0.06, 0.18, -0.45], [0.21, -0.11, 0.32], [-0.41, 0.23, 0.40], [0.03, -0.09, 0.07], [0.16, 0.01, 0.11]], "nbo_charge": [-0.42, -0.41, -0.27, 0.65, -0.59, 0.22, 0.21, 0.20, 0.23, 0.21, 0.30, -0.58, 0.12, 0.11], "lumo_ha": 0.032, "e_homo_ev": -9.68, "largest_force_ev_per_a": 0.62, "total_charge": 0, "smiles": "CN1CC1=O.C=O"}

(7)
{"formula": "C4H7NO2", "method": "ωB97M-V/def2-TZVPD", "elements": ["C", "C", "N", "O", "C", "C", "O", "H", "H", "H", "H", "H", "H", "H"], "xyz": [[-1.410745, -1.272090, -0.163548], [-0.324442, -0.256445, -0.054444], [-0.414272, 0.918410, 0.449361], [-1.621055, 1.325054, 0.934748], [1.037867, -0.261991, -0.672960], [1.889200, 0.646657, 0.045652], [2.209562, -0.860006, -0.223245], [-2.197852, -0.914080, -0.836502], [-1.029911, -2.226507, -0.536058], [-1.865146, -1.423131, 0.820165], [-1.360440, 2.174357, 1.322659], [1.026993, -0.150254, -1.760212], [2.239814, 1.570136, -0.444028], [1.820423, 0.729896, 1.118406]], "forces_ev_per_a": [[-0.06, -0.01, 0.04], [-0.20, 0.45, 0.28], [-0.23, -0.24, -0.11], [-0.68, 0.03, 0.42], [-0.73, 0.55, -0.26], [1.35, -0.87, -0.15], [0.60, 1.36, 0.21], [0.08, -0.07, 0.08], [-0.03, 0.18, 0.07], [0.00, -0.02, -0.14], [-0.48, -0.25, -0.09], [-0.17, -0.06, -0.01], [0.93, -1.11, -0.19], [-0.36, 0.07, -0.16]], "nbo_charge": [-0.68, 0.18, -0.14, -0.55, 0.00, -0.09, -0.49, 0.24, 0.23, 0.24, 0.48, 0.18, 0.20, 0.20], "lumo_ha": 0.032, "e_homo_ev": -9.70, "largest_force_ev_per_a": 1.61, "total_charge": 0, "smiles": "C/C(=N\\O)[C@H]1CO1"}

(8)
{"formula": "C4H7NO2", "method": "ωB97M-V/def2-TZVPD", "elements": ["H", "N", "C", "C", "O", "C", "C", "O", "H", "H", "H", "H", "H", "H"], "xyz": [[-0.877075, 2.070162, -0.095553], [-0.181647, 1.326857, -0.072240], [-0.704594, 0.177446, -0.109339], [-2.148165, -0.129071, -0.178928], [0.022068, -0.968527, -0.044192], [1.351258, -0.796074, 0.571212], [2.084759, 0.123075, -0.336619], [2.921294, 0.904812, 0.012916], [-2.438912, -0.537438, 0.788606], [-2.786002, 0.727642, -0.409553], [-2.272353, -0.922245, -0.910540], [1.261044, -0.346702, 1.568846], [1.888537, -1.756586, 0.626164], [1.879785, 0.126646, -1.410779]], "forces_ev_per_a": [[0.10, -0.25, -0.08], [0.34, -0.23, 0.23], [-0.13, 0.68, 0.10], [-0.48, -0.48, -0.04], [0.90, -0.22, 1.01], [-1.05, 0.14, -0.58], [1.06, 1.25, -0.57], [0.69, 0.05, 0.77], [-0.14, -0.06, 0.02], [0.31, -0.11, -0.05], [-0.32, -0.06, -0.11], [-0.01, -0.14, -0.28], [-0.66, 0.14, -0.14], [-0.61, -0.71, -0.27]], "nbo_charge": [0.36, -0.72, 0.58, -0.69, -0.51, -0.18, 0.42, -0.52, 0.24, 0.22, 0.24, 0.22, 0.22, 0.13], "lumo_ha": 0.031, "e_homo_ev": -9.57, "largest_force_ev_per_a": 1.74, "total_charge": 0, "smiles": "[H]/N=C(\\C)OCC=O"}

Frontier orbital gap
In order: 5.71; 10.80; 9.08; 10.38; 10.53; 10.56; 10.56; 10.41
Unit: eV